Entry from the OMol25 dataset: a single C20H21NO2S2 molecule in a non-equilibrium geometry (the ωB97M-V functional and the def2-TZVPD basis).

Structure (XYZ):
```
46
Properties=species:S:1:pos:R:3:forces:R:3
O -3.17346 -0.48946 0.08643 2.32 0.76 -1.98
S -2.01717 -0.66133 -0.82754 -0.85 -1.39 2.67
O -2.11524 -1.89035 -1.63123 1.14 2.31 0.88
C -1.60228 0.75564 -1.91005 -0.50 0.73 -1.95
C -1.61777 0.40150 -3.31071 0.84 1.14 0.77
C -1.43236 1.42232 -4.25873 0.03 1.31 0.21
C -1.32691 2.78252 -3.95069 -0.53 0.56 0.95
C -1.24433 3.12668 -2.56201 -0.68 -2.10 -1.52
C -1.39458 2.17158 -1.56982 -0.05 -2.23 0.37
N -0.60418 -0.64732 0.27887 -0.29 -2.95 -2.15
C -0.65661 0.09227 1.43235 3.19 2.93 1.71
C 0.50923 0.79586 1.85200 -2.69 0.11 0.91
C 0.31673 1.74120 2.99207 -0.90 -4.43 -4.15
C 1.21056 2.58987 3.49719 1.77 2.09 1.76
C 0.75168 3.34628 4.56849 2.32 2.01 0.18
C -0.51141 3.33390 5.07221 -0.95 0.41 0.18
C -1.37699 2.48512 4.42857 -1.42 -0.55 0.45
C -1.00227 1.65309 3.39910 0.08 0.37 0.81
S -1.99945 0.49188 2.55713 0.46 -0.07 -0.79
C 0.61956 -1.67000 -0.06281 -1.28 -0.22 0.57
C 0.24772 -3.13105 0.12806 -0.85 -0.25 -0.46
C 1.45034 -4.06131 -0.05826 -1.23 0.14 -0.85
C 2.11273 -3.78544 -1.40520 1.05 -0.73 -0.26
C 2.37133 -2.27902 -1.67466 -0.68 -1.01 -0.57
C 1.09521 -1.43312 -1.45780 0.63 -0.32 -2.49
H -1.65105 -0.60063 -3.75383 -0.29 0.21 0.97
H -1.35819 1.26408 -5.31625 -0.29 -0.87 -0.33
H -1.44658 3.56647 -4.78313 0.68 -1.28 1.52
H -1.15588 4.08997 -2.18518 0.25 1.84 0.09
H -1.31391 2.54781 -0.52990 -0.26 -0.77 -0.63
H 1.47165 0.73625 1.42241 0.70 -0.30 -0.87
H 2.24832 2.74178 3.12789 -0.97 -0.38 0.22
H 1.38125 4.13868 4.97771 0.32 -0.39 -0.08
H -0.83493 4.06800 5.85797 0.33 -1.09 -0.85
H -2.37559 2.40834 4.74830 -1.31 0.13 0.49
H 1.52709 -1.62986 0.62722 -1.40 1.38 -0.47
H -0.59133 -3.41222 -0.55657 0.65 0.15 0.64
H -0.01584 -3.29594 1.14689 -0.92 0.09 0.85
H 2.14321 -3.94404 0.76507 0.32 0.15 0.20
H 1.01923 -5.08295 0.02351 0.62 0.42 -0.24
H 3.08970 -4.33919 -1.34288 -0.70 0.53 -0.64
H 1.51879 -4.20621 -2.23386 0.14 0.01 0.34
H 3.12446 -2.01859 -0.98483 0.99 0.79 0.99
H 2.81714 -2.11981 -2.67683 -0.45 -0.14 0.42
H 1.34915 -0.39122 -1.53388 0.21 0.63 -0.26
H 0.44326 -1.66202 -2.41278 0.45 0.27 2.42
```
Forces are in eV/Å.

Calculated values
SMILES string   O=S(=O)(c1ccccc1)N(c1cc2ccccc2s1)C1CCCCC1
Net charge   0
Frontier orbital gap   7.62 eV

And the Mulliken charges, in e, turn out to be: atom 1 (O): -0.70, atom 2 (S): 1.14, atom 3 (O): -0.58, atom 4 (C): 0.34, atom 5 (C): -0.18, atom 6 (C): -0.59, atom 7 (C): -0.42, atom 8 (C): -0.54, atom 9 (C): -0.33, atom 10 (N): 0.24, atom 11 (C): -0.10, atom 12 (C): -0.30, atom 13 (C): 0.41, atom 14 (C): -0.88, atom 15 (C): -0.18, atom 16 (C): -0.85, atom 17 (C): -0.13, atom 18 (C): 0.06, atom 19 (S): -0.20, atom 20 (C): 0.02, atom 21 (C): -1.03, atom 22 (C): -0.75, atom 23 (C): -0.55, atom 24 (C): -0.96, atom 25 (C): -0.27, atom 26 (H): 0.40, atom 27 (H): 0.35, atom 28 (H): 0.29, atom 29 (H): 0.44, atom 30 (H): 0.32, atom 31 (H): 0.52, atom 32 (H): 0.35, atom 33 (H): 0.30, atom 34 (H): 0.32, atom 35 (H): 0.42, atom 36 (H): 0.36, atom 37 (H): 0.30, atom 38 (H): 0.34, atom 39 (H): 0.37, atom 40 (H): 0.34, atom 41 (H): 0.34, atom 42 (H): 0.31, atom 43 (H): 0.44, atom 44 (H): 0.36, atom 45 (H): 0.34, atom 46 (H): 0.14

Entry from the OMol25 dataset: 2 unconnected molecules or ions with the total composition C4H13N2 in a non-equilibrium geometry (the ωB97M-V functional and the def2-TZVPD basis).

Structure (XYZ):
```
19
Properties=species:S:1:pos:R:3:forces:R:3
C -0.75874 -0.98843 1.03900 -0.82 1.62 -4.46
C 2.23964 0.46143 0.39866 0.20 1.72 -0.65
C -1.34710 1.38272 -1.25739 5.39 0.85 -2.15
C 0.11700 -0.87130 -0.18104 1.38 -1.69 1.88
N -2.59418 1.11848 -1.14210 -5.98 -2.18 0.64
N 1.55394 -0.83523 0.22980 0.89 -0.12 -1.75
H -1.21471 -0.02518 1.03371 -0.34 1.08 1.27
H -1.58397 -1.58573 0.76147 -0.82 -1.17 0.05
H -0.26089 -1.30471 1.86348 1.20 -0.68 2.71
H 2.35993 1.05397 -0.52102 0.06 -0.73 0.11
H 1.63334 1.08257 1.03699 -0.23 0.06 0.44
H 3.18579 0.25648 0.88913 0.16 0.15 -0.15
H -0.71329 1.60067 -0.41176 -0.18 0.21 0.08
H -0.88546 1.23699 -2.23171 0.09 0.14 0.28
H 0.02760 -1.57108 -0.98096 -0.37 0.09 -0.83
H -3.14798 0.34790 -1.61840 1.32 1.32 0.43
H -2.89975 1.22094 -0.20207 -0.91 0.13 0.55
H 2.14431 -1.44044 -0.38644 -0.64 0.52 0.52
H 1.68143 -1.15172 1.16255 -0.37 -1.34 1.05
```
Forces are in eV/Å.

Calculated values
2S+1   3
Net charge   +1
Frontier orbital gap (spin up / spin down)   5.61 / 9.34 eV

And the Mulliken charges, in e, turn out to be: atom 1 (C): -0.93, atom 2 (C): -0.91, atom 3 (C): -0.98, atom 4 (C): -0.26, atom 5 (N): -0.31, atom 6 (N): -0.15, atom 7 (H): 0.17, atom 8 (H): 0.35, atom 9 (H): 0.50, atom 10 (H): 0.34, atom 11 (H): 0.37, atom 12 (H): 0.38, atom 13 (H): 0.49, atom 14 (H): 0.34, atom 15 (H): 0.39, atom 16 (H): 0.22, atom 17 (H): 0.27, atom 18 (H): 0.38, atom 19 (H): 0.35

Entry from the OMol25 dataset: a molecular structure, C19H29N2OTb in a non-equilibrium geometry (the ωB97M-V functional and the def2-TZVPD basis).

Structure (XYZ):
```
52
Properties=species:S:1:pos:R:3:forces:R:3
C 1.44268 2.00216 -0.59213 0.93 1.72 0.28
H 1.72607 2.43991 0.35301 0.58 1.65 -0.04
H 2.17691 2.13999 -1.36439 0.65 0.41 -0.05
H 1.89758 1.06802 -0.09458 -1.67 -0.31 -1.22
C 0.12821 2.90314 -1.09495 -0.96 -0.89 0.36
H -0.52488 2.26488 -1.71285 -0.06 0.00 -0.11
H -0.45932 3.18421 -0.20455 0.30 -0.26 -0.16
C 0.33770 4.26291 -1.92681 1.14 -0.53 0.25
H -0.61149 4.79150 -2.20754 0.52 -1.03 0.59
H 0.91817 4.98068 -1.30098 -0.28 -0.59 -0.57
H 0.87616 4.06165 -2.88371 -0.26 0.16 0.83
C -0.52943 -2.10955 -1.49191 1.43 0.18 -0.54
C -0.93429 -1.07430 -2.38863 1.55 -0.50 -0.86
C 0.27850 -0.42708 -2.87658 -0.39 -0.81 -0.05
C 1.41192 -1.04377 -2.26164 -1.15 -0.12 -0.18
C 0.92475 -2.04691 -1.37582 -1.11 -0.16 -0.56
C 1.75588 -2.99245 -0.57627 0.30 -0.57 -0.01
C 2.83691 -0.75332 -2.59456 0.01 -0.02 -0.08
C 0.34087 0.66801 -3.90147 0.00 0.24 -0.31
C -2.34171 -0.67199 -2.69161 0.16 -0.13 -0.21
C -1.42902 -2.99237 -0.68637 -0.03 -0.24 -0.22
Tb -0.08093 -0.03897 -0.40182 -0.62 1.04 1.10
H 3.50741 -1.04864 -1.78007 -0.01 0.26 -0.22
H 3.13155 -1.32746 -3.48557 -0.07 0.13 0.23
H 2.94705 0.30537 -2.85017 0.29 -0.17 0.13
H 2.78989 -2.61714 -0.40545 -0.79 -0.28 0.11
H 1.25077 -3.29085 0.36790 0.54 0.17 -0.42
H 1.84556 -3.91408 -1.18653 0.11 0.28 0.48
H -2.41082 -2.49689 -0.58382 0.32 -0.42 0.48
H -1.62179 -3.92262 -1.24747 0.03 0.25 0.21
H -0.94747 -3.30445 0.26540 -0.65 0.31 -0.38
H -2.33542 0.32955 -3.15212 -0.46 -0.29 0.48
H -2.81406 -1.34650 -3.42429 0.18 0.14 0.26
H -2.93121 -0.76642 -1.76383 -0.23 0.48 -0.41
H 1.15939 1.38698 -3.66359 -0.75 -0.27 -0.21
H 0.55040 0.29354 -4.93090 -0.13 0.05 0.76
H -0.65106 1.15768 -3.94889 0.71 0.15 -0.11
N -0.84336 -0.65398 6.89963 0.41 0.16 -1.74
C -1.37204 0.25794 6.03129 -1.55 0.73 3.07
O -2.19999 1.08855 6.44428 1.57 -1.21 -1.39
C -0.98550 0.18929 4.61124 -0.31 -0.27 -1.29
C -0.19473 -0.82091 4.08198 0.58 0.05 -0.93
C 0.08997 -0.82983 2.70169 -1.45 1.25 0.84
N -0.51916 0.11526 1.94520 0.16 -0.13 -1.16
C -1.39652 1.05249 2.39891 1.14 -1.54 0.84
C -1.62265 1.08870 3.76182 -0.29 0.28 -0.78
H -1.06010 -0.48408 7.85030 -0.15 -0.08 0.92
H -0.12265 -1.32433 6.65637 -0.33 0.38 0.33
H 0.17086 -1.57943 4.73853 0.41 -0.42 0.00
H 0.70135 -1.56212 2.14659 -0.20 0.28 0.70
H -1.89001 1.66868 1.64005 0.13 -0.04 0.51
H -2.36690 1.73935 4.15769 -0.23 0.55 0.47
```
Forces are in eV/Å.

Calculated values
2S+1   7
Net charge   +2
Frontier orbital gap (spin up / spin down)   7.50 / 8.02 eV

And the Mulliken charges, in e, turn out to be: atom 1 (C): -0.94, atom 2 (H): 0.60, atom 3 (H): 0.49, atom 4 (H): 0.40, atom 5 (C): -0.06, atom 6 (H): 0.12, atom 7 (H): 0.35, atom 8 (C): -1.33, atom 9 (H): 0.38, atom 10 (H): 0.36, atom 11 (H): 0.34, atom 12 (C): 0.47, atom 13 (C): 0.39, atom 14 (C): 0.59, atom 15 (C): 0.22, atom 16 (C): 0.51, atom 17 (C): -1.39, atom 18 (C): -1.31, atom 19 (C): -1.17, atom 20 (C): -1.39, atom 21 (C): -1.15, atom 22 (Tb): 0.31, atom 23 (H): 0.36, atom 24 (H): 0.36, atom 25 (H): 0.32, atom 26 (H): 0.37, atom 27 (H): 0.28, atom 28 (H): 0.39, atom 29 (H): 0.28, atom 30 (H): 0.38, atom 31 (H): 0.28, atom 32 (H): 0.31, atom 33 (H): 0.37, atom 34 (H): 0.36, atom 35 (H): 0.26, atom 36 (H): 0.34, atom 37 (H): 0.24, atom 38 (N): -0.32, atom 39 (C): 0.37, atom 40 (O): -0.60, atom 41 (C): 0.97, atom 42 (C): -0.77, atom 43 (C): -0.38, atom 44 (N): -0.26, atom 45 (C): -0.16, atom 46 (C): -0.73, atom 47 (H): 0.27, atom 48 (H): 0.15, atom 49 (H): 0.33, atom 50 (H): 0.46, atom 51 (H): 0.49, atom 52 (H): 0.50

Number 1: total energy -48333.1425 eV. Number 2: total energy -7327.2543 eV. Number 3: total energy -47620.0406 eV.